Computed, not measured: a molecular structure, C30H28ClN2O4ReS3SbSe4 in a non-equilibrium geometry, with ωB97M-V/def2-TZVPD.

Calculated values
Kohn-Sham gap (alpha / beta) = 3.93 / 3.93 eV
energy = -357805.3898 eV
LUMO energy (alpha / beta) = -5.949 / -5.949 eV
largest force on an atom = 0.0587 hartree/bohr
charge = +1
highest occupied orbital energy (alpha / beta) = -9.88 / -9.88 eV
molecular weight = 1236.0 g mol⁻¹

The geometry in XYZ format:
```
74
C30H28ClN2O4ReS3SbSe4, DFT ωB97M-V/def2-TZVPD
Re 1.13 0.56 0.47
Se 0.31 -0.70 4.20
Sb 2.13 0.86 3.87
Se 0.27 1.67 2.40
Se 3.01 -0.14 1.50
Se 3.15 2.01 5.59
O 1.86 -0.66 -1.45
C 2.62 -1.07 -2.35
C 2.04 -1.54 -3.63
C 2.41 -0.48 -4.76
C 2.75 0.99 -4.34
C 4.13 1.18 -3.69
C 4.30 0.56 -2.29
N 3.96 -0.89 -2.31
H 0.95 -1.55 -3.52
H 2.50 -2.54 -3.89
H 1.61 -0.48 -5.48
H 3.24 -0.93 -5.30
H 1.97 1.39 -3.67
H 2.71 1.52 -5.27
H 4.37 2.25 -3.54
H 4.95 0.76 -4.29
H 3.64 0.94 -1.52
H 5.32 0.72 -1.90
H 4.44 -1.31 -3.12
O -0.01 6.85 -1.15
S -0.48 5.89 -0.23
O -1.80 5.82 0.27
N -0.29 4.30 -0.98
C 0.75 3.74 -0.47
S 1.21 2.20 -1.12
C 1.41 4.43 0.67
C 2.51 3.96 1.35
C 2.89 4.63 2.51
C 2.20 5.78 2.89
C 1.20 6.32 2.10
C 0.79 5.61 1.01
H 3.00 3.04 1.02
H 3.75 4.26 3.06
H 2.54 6.35 3.74
H 0.73 7.29 2.35
C -3.53 -7.27 5.67
C -3.91 -6.82 4.30
O -4.93 -6.26 4.00
S -2.60 -7.18 3.13
C -2.24 -5.55 2.52
C -3.13 -4.60 1.98
C -2.70 -3.34 1.51
C -1.33 -3.02 1.58
C -0.43 -4.00 2.05
C -0.88 -5.24 2.53
C -0.77 -1.78 1.14
C -0.31 -0.76 0.68
H -4.42 -7.44 6.24
H -2.82 -6.53 6.05
H -2.89 -8.19 5.54
H -4.22 -4.81 1.99
H -3.36 -2.58 1.12
H 0.63 -3.81 2.06
H -0.07 -5.91 2.99
Cl -2.51 1.23 -5.20
C -2.85 0.99 -3.54
C -3.88 0.11 -3.26
C -4.18 -0.08 -1.98
C -3.47 0.62 -0.91
C -3.80 0.52 0.38
C -2.54 1.64 -1.29
C -2.18 1.79 -2.59
H -4.40 -0.36 -4.08
H -5.03 -0.69 -1.71
H -4.48 -0.24 0.71
H -3.37 1.18 1.14
H -2.09 2.27 -0.51
H -1.46 2.53 -2.95
```